Density functional theory data (ωB97M-V/def2-TZVPD) for one molecule with the formula C4H10O.

Summary:
HOMO: -9.784 eV
energy relative to the best compared isomer or geometry (same formula, charge and spin): 69.6 kJ/mol
SMILES: CCCOC
gap between HOMO and LUMO: 11.0 eV
energy: -233.618439 Ha

Geometry as XYZ:
```
15
Properties=species:S:1:pos:R:3:nbo_charge:R:1
O 1.2336 -0.6609 -0.5306 -0.5405
C -1.1259 -0.3263 -0.3609 -0.4136
C 2.5248 -0.1165 -0.4327 -0.2443
C 0.2431 0.0438 0.1824 -0.0524
C -2.2260 0.2412 0.5362 -0.6101
H -1.9901 1.2670 0.8493 0.2004
H 3.1863 -0.7393 -1.0437 0.1931
H -1.1955 -1.4195 -0.4148 0.2082
H 2.5588 0.9169 -0.8149 0.1620
H -2.3573 -0.3628 1.4412 0.2052
H 2.9063 -0.1116 0.6001 0.1629
H 0.2538 -0.1859 1.2635 0.1573
H -3.1844 0.2759 0.0175 0.2137
H -1.2350 0.0470 -1.3849 0.2008
H 0.4075 1.1310 0.0926 0.1574
```

Density functional theory data (ωB97M-V/def2-TZVPD) for one molecule with the formula C7H10O2 at a distorted geometry.

Summary:
HOMO: -9.115 eV
energy relative to the best compared isomer or geometry (same formula, charge and spin): 725.3 kJ/mol
SMILES: C1OC[C@@H]2[C@H]3OC[C@@H]1[C@@H]23
gap between HOMO and LUMO: 10.1 eV
energy: -422.923656 Ha

Geometry as XYZ:
```
19
Properties=species:S:1:pos:R:3:nbo_charge:R:1
O 2.0213 -0.5951 -0.5434 -0.5343
O -1.9111 0.2850 -0.0805 -0.5446
C -0.8197 1.2667 -0.1537 -0.0589
C 1.5646 0.8929 -0.3277 -0.0668
C -0.2883 -1.2498 -0.2471 -0.3367
C -1.7399 -1.0562 -0.3056 -0.0418
C 1.1463 -1.3471 0.3060 0.1125
C 0.2768 1.0723 0.5879 -0.3613
C 0.2477 -0.3955 0.9647 -0.2167
H -1.3794 2.1839 -0.0204 0.2189
H 1.2362 1.2604 -1.3690 0.1761
H 1.6732 -1.9679 1.2243 0.2283
H 0.0777 -0.7884 -1.1763 0.2159
H -0.4579 -0.5103 1.9006 0.2399
H -2.2026 -1.5215 -1.2843 0.1737
H -2.2293 -1.6718 0.4246 0.1786
H 2.5661 1.3782 -0.1567 0.2185
H 0.4007 1.5892 1.5074 0.2368
H -0.1823 1.1749 -1.2506 0.1620
```

Density functional theory data (ωB97M-V/def2-TZVPD) for one molecule with the formula C7H14 at a distorted geometry.

Summary:
HOMO: -9.545 eV
energy relative to the best compared isomer or geometry (same formula, charge and spin): 135.3 kJ/mol
SMILES: CC[C@@]1(C)C[C@H]1C
gap between HOMO and LUMO: 10.7 eV
energy: -275.064712 Ha

Geometry as XYZ:
```
21
Properties=species:S:1:pos:R:3:nbo_charge:R:1
C -0.2362 0.2089 -0.6099 -0.0452
C 0.0010 1.6949 -0.6308 -0.4458
C 1.0903 0.7817 -0.1001 -0.2160
C -0.9310 -1.7734 0.8476 -0.6087
C 1.4415 0.9204 1.3973 -0.6320
C -0.1616 -0.5648 -1.9351 -0.6017
C -1.2586 -0.3598 0.3652 -0.3913
H 1.6558 -0.0745 1.7924 0.2113
H -2.2606 -0.3508 -0.0936 0.2035
H -0.9752 -2.5045 0.0326 0.2020
H 0.1813 -1.5953 -1.7624 0.2111
H 0.5414 -0.1095 -2.6423 0.2111
H 0.7070 1.3483 2.1195 0.2095
H -1.6368 -2.0990 1.6186 0.2099
H 2.3456 1.5291 1.5662 0.2169
H -1.1356 -0.6385 -2.4433 0.2084
H -1.3215 0.3186 1.2222 0.2032
H 0.0086 2.2666 -1.5708 0.2187
H 0.0769 -1.8162 1.2761 0.2024
H -0.0942 2.1755 0.3057 0.2207
H 1.9607 0.6685 -0.7359 0.2119
```

Density functional theory data (ωB97M-V/def2-TZVPD) for a 9-piece molecular cluster, FH16O8 overall at a distorted geometry.

Summary:
HOMO: -7.278 eV
energy relative to the best compared isomer or geometry (same formula, charge and spin): 139.7 kJ/mol
gap between HOMO and LUMO: 10.5 eV
charge: -1
energy: -711.476520 Ha

Geometry as XYZ:
```
25
Properties=species:S:1:pos:R:3:nbo_charge:R:1
F -0.0458 0.5906 -0.0182 -0.8014
O -2.4158 1.0426 0.9028 -0.9553
O 1.1212 -1.9494 -2.0502 -0.9786
O -0.3328 3.0546 0.1078 -0.9966
O 1.9722 0.7476 -1.7212 -0.9537
O -1.1078 -1.3234 2.9328 -0.9426
O 1.9712 0.1606 1.4688 -0.9730
O -0.2828 -1.9314 0.4408 -0.9531
O -1.4118 -0.1814 -2.2482 -0.9665
H 0.5532 -2.3564 0.6868 0.4580
H 2.4292 0.3306 -1.0172 0.4708
H -0.0948 -1.0014 0.3078 0.4966
H 0.5952 -1.9824 -1.2422 0.4688
H 1.1832 0.3896 0.9588 0.4956
H -0.8018 0.0666 -1.5092 0.4842
H -1.2628 3.2556 0.1458 0.4468
H -0.7428 -1.3934 2.0958 0.4750
H 1.0842 0.7816 -1.3842 0.4874
H -0.9148 -0.0274 -3.0852 0.4612
H -1.5378 0.9346 0.5188 0.4858
H -0.4388 -1.3174 3.5398 0.4460
H 1.9772 -0.8024 1.5018 0.4417
H -0.1798 2.0626 0.0888 0.4960
H -2.7308 1.8936 0.5668 0.4399
H 1.4152 -1.0444 -1.9892 0.4670
```

Density functional theory data (ωB97M-V/def2-TZVPD) for a 2-piece molecular cluster, C3H10N4 overall at a distorted geometry.

Summary:
HOMO: -15.815 eV
energy relative to the best compared isomer or geometry (same formula, charge and spin): 168.3 kJ/mol
gap between HOMO and LUMO: 10.0 eV
charge: +2
energy: -338.650943 Ha

Geometry as XYZ:
```
17
Properties=species:S:1:pos:R:3:nbo_charge:R:1
N 6.0274 0.7476 1.1431 -0.5294
N 5.4010 0.0708 0.0753 -0.3908
N -8.9514 -0.1983 -1.4576 -0.4340
N 7.1819 -0.4571 -1.2890 -0.7604
C 5.8915 -0.3004 -1.0260 0.2961
C -9.1898 -0.0272 1.1209 -0.7364
C -9.2035 -0.0849 -0.3274 0.7018
H -8.1522 -0.1864 1.2902 0.3048
H -9.9427 -0.8185 1.3461 0.3156
H -8.6458 -0.4611 -2.4278 0.5273
H 6.3149 0.0177 1.7839 0.4431
H 6.9450 1.2957 0.9017 0.4111
H 5.3454 1.3643 1.5597 0.4560
H 7.3927 -0.9503 -2.0975 0.4305
H -9.3788 0.9327 1.5759 0.3209
H 7.8246 0.0651 -0.7353 0.3925
H 5.1398 -1.0096 -1.4362 0.2512
```

Density functional theory data (ωB97M-V/def2-TZVPD) for a 2-piece molecular cluster, C4H6ClF overall at a distorted geometry.

Summary:
HOMO (alpha / beta): -7.873 / -7.806 eV
energy relative to the best compared isomer or geometry (same formula, charge and spin): 428.8 kJ/mol
gap between HOMO and LUMO (alpha / beta): 8.5 / 8.5 eV
energy: -715.887749 Ha

Geometry as XYZ:
```
12
Properties=species:S:1:pos:R:3:nbo_charge:R:1
Cl 2.7441 0.5769 0.5036 0.0144
F 1.8118 -1.4598 -0.7685 -0.3310
C -0.5070 0.1736 0.2115 0.1382
C -1.4338 -1.0189 -0.0230 -0.6824
C -0.4149 1.3690 0.6814 -0.5228
C 1.8221 -0.1369 -0.7053 0.1452
H -1.0640 -1.7162 0.6032 0.2303
H -1.4708 -1.2417 -1.0494 0.2298
H -1.2881 1.9243 0.9679 0.1932
H 1.7296 0.3534 -1.5839 0.1578
H 0.4681 1.7931 0.8677 0.2077
H -2.3971 -0.6168 0.2949 0.2195
```

Density functional theory data (ωB97M-V/def2-TZVPD) for a 8-piece molecular cluster, C39H46NO21 overall at a distorted geometry.

Summary:
HOMO: -11.211 eV
gap between HOMO and LUMO: 7.8 eV
charge: +1
energy: -3148.419558 Ha

Geometry as XYZ:
```
107
Properties=species:S:1:pos:R:3:lowdin_charge:R:1
O 5.2569 1.1345 10.8185 0.0723
O 3.8185 -0.0135 9.5212 0.1435
O 5.7377 0.7961 8.6660 0.0634
O -0.6067 -5.8267 -0.0103 0.0495
O -5.8010 -0.0122 -5.0300 0.0384
O 3.6033 0.2213 -2.3480 0.0263
O 3.7589 2.4578 -2.5145 0.1402
O 0.8694 1.0533 -6.8808 0.0713
O 3.0610 -5.5960 -2.0585 0.1840
O 5.6113 1.1887 -2.2783 0.0780
O 2.8398 -3.3457 -2.1727 0.0290
O 2.9357 1.1301 5.7141 0.0740
O -0.9471 -0.1446 -6.2832 0.1612
O -0.2893 1.6286 -5.0569 0.0426
O 0.7281 1.1811 5.4071 0.0432
O 2.1013 1.3831 3.6359 0.1301
O 1.0133 -4.6389 -2.0572 0.0611
O -2.2238 -4.2986 -0.3322 0.1312
O -6.9036 -1.7972 -5.8110 0.0671
O -8.0561 -0.0184 -5.0429 0.1722
O -2.7307 -6.4860 -0.1337 0.0752
N 0.1998 1.7516 -0.9135 0.1610
C -3.8208 1.8864 2.5710 -0.0777
C 2.3738 -4.6324 -2.0954 -0.5351
C -2.5482 4.3451 -0.0629 -0.1314
C 4.8415 0.5825 9.6578 -0.5627
C 4.2822 1.3932 -2.3917 -0.5736
C -1.2096 4.5207 -0.8140 -0.1526
C 0.9289 0.7823 6.7695 -0.1034
C 2.3533 1.2080 7.0250 -0.1039
C -1.4322 1.8231 2.6416 -0.0699
C -2.6535 1.3459 3.1257 -0.0711
C -0.6702 -0.3685 -0.2532 0.0232
C 6.7086 1.7306 9.1475 -0.1136
C -5.5280 -2.0029 -6.1425 -0.1135
C -4.4080 0.7824 -1.9858 -0.0262
C 0.3496 0.5205 -0.3220 -0.0369
C -4.2646 -0.4801 -1.3411 -0.0242
C -3.3318 1.6397 -2.0228 -0.0019
C 5.8189 -0.1862 -1.9127 -0.0913
C -1.0209 3.5306 -2.0132 -0.0931
C -1.9399 -7.6813 -0.1604 -0.1041
C 1.7246 -2.4935 -2.4147 -0.1324
C 6.6140 1.5533 10.6443 -0.1121
C -4.8258 -1.0395 -5.2173 -0.1262
C -2.5505 3.3270 1.0712 -0.2201
C -1.8871 -5.4349 -0.1728 -0.5637
C -7.0259 -0.5578 -5.2747 -0.5645
C -0.1961 0.7566 -6.0976 -0.5642
C -3.0665 -0.8639 -0.7883 0.0040
C 4.5599 -0.8456 -2.4178 -0.1148
C 0.5773 -3.2969 -1.8817 -0.1364
C -0.9555 2.1324 -1.4429 -0.1390
C 0.9054 2.4082 -5.0396 -0.1319
C -1.3896 2.7935 1.6396 -0.0562
C -2.0942 1.2696 -1.4393 -0.0744
C 1.9422 1.2457 4.8118 -0.5777
C -1.9363 -0.0130 -0.8198 -0.1081
C -0.6115 -7.2042 0.3772 -0.1010
C -3.7740 2.8493 1.5678 -0.0456
C 1.3880 2.3231 -6.4658 -0.1029
H 6.4221 2.7334 8.8250 0.1344
H 7.6947 1.4987 8.7528 0.1347
H -4.7769 1.5190 2.9453 0.1067
H 4.2397 -1.6819 -1.8093 0.1150
H -5.3765 -1.7578 -7.1952 0.1363
H -0.3455 -3.1193 -2.4302 0.1407
H -3.9122 -0.6305 -5.6449 0.1281
H 1.6099 1.9592 -4.3341 0.1205
H 4.6484 -1.1722 -3.4556 0.1460
H 2.4715 2.3472 -6.5508 0.1376
H -5.2418 -3.0385 -5.9750 0.1345
H 1.6476 -2.3078 -3.4888 0.1451
H 0.9638 3.1030 -7.1007 0.1377
H -2.9793 -1.8387 -0.3050 0.1106
H -0.5509 -7.2637 1.4654 0.1361
H 0.2367 -7.7292 -0.0556 0.1396
H -0.3355 4.4245 -0.1606 0.1009
H 1.3323 0.3209 0.1005 0.1431
H -3.5047 2.5926 -2.5140 0.1157
H -5.3592 1.0435 -2.4421 0.1188
H -0.5436 -1.3438 0.2094 0.1263
H -2.8253 5.3269 0.3501 0.1275
H 0.6938 3.4293 -4.7290 0.1254
H -0.5270 1.3867 3.0651 0.0875
H -1.1775 5.5496 -1.1968 0.1208
H -1.8727 -8.0337 -1.1909 0.1370
H -2.6920 0.5938 3.9100 0.1057
H 0.2136 1.2746 7.4238 0.1358
H -3.3377 4.1023 -0.7866 0.1079
H -0.3974 3.0920 1.3072 0.0969
H -0.0552 3.7965 -2.4710 0.1152
H 5.9197 -0.2467 -0.8277 0.1388
H 1.8470 -1.5424 -1.8997 0.1042
H 6.8070 2.4709 11.1945 0.1353
H 7.2745 0.7684 11.0167 0.1360
H -4.7140 3.2160 1.1536 0.1180
H -4.5958 -1.4873 -4.2469 0.1210
H 0.7949 -0.2984 6.8433 0.1366
H -1.7721 3.6536 -2.7919 0.1182
H 2.4236 2.2392 7.3788 0.1400
H -5.1278 -1.1423 -1.2943 0.1242
H -2.3932 -8.4569 0.4517 0.1362
H 6.7202 -0.5800 -2.3749 0.1398
H 0.9789 2.4025 -0.9254 0.1800
H 2.8728 0.5546 7.7238 0.1022
H 0.3974 -3.1248 -0.8187 0.1164
```

Density functional theory data (ωB97M-V/def2-TZVPD) for one molecule with the formula C16H25N3S.

Summary:
HOMO: -8.052 eV
energy relative to the best compared isomer or geometry (same formula, charge and spin): 0.0 kJ/mol
SMILES: S=C(NCCNCc1ccccc1)NC1CCCCC1
gap between HOMO and LUMO: 8.7 eV
energy: -1187.158375 Ha

Geometry as XYZ:
```
45
Properties=species:S:1:pos:R:3:nbo_charge:R:1
S -0.0532 -0.8326 -2.2416 -0.3158
N -1.4179 -1.6439 -0.1206 -0.6084
N -1.4582 0.6238 -0.6313 -0.6175
N 1.4278 -2.4217 0.8051 -0.6320
C 1.3910 -1.1302 1.4753 -0.2501
C 5.1014 0.8884 0.7459 -0.2220
C -0.8392 -2.9637 -0.1890 -0.2475
C 4.1152 0.8625 -0.2257 -0.1943
C -4.2110 2.9900 -0.9290 -0.3980
C 2.6919 -0.4122 1.2383 0.0677
C 3.6873 -0.3877 2.2041 -0.2344
C -2.7736 3.3644 -0.5824 -0.4002
C 2.9172 0.2167 0.0197 -0.2541
C -2.2745 2.5471 0.6073 -0.4024
C -4.3123 1.4969 -1.2233 -0.4041
C -3.8536 0.6832 -0.0169 -0.4124
C -2.4107 1.0393 0.3759 -0.0465
C -1.0335 -0.6253 -0.9178 0.3128
C 0.2298 -3.2261 0.8907 -0.2191
C 4.8853 0.2617 1.9609 -0.2091
H -1.2115 1.3067 -1.3317 0.4182
H 5.6530 0.2766 2.7212 0.2097
H -3.9192 -0.3827 -0.2458 0.2127
H -3.6918 1.2484 -2.0868 0.2044
H 3.5233 -0.8804 3.1517 0.2070
H -5.3425 1.2332 -1.4689 0.2140
H -4.5450 3.5637 -1.7950 0.2121
H 0.5672 -0.4802 1.1336 0.1640
H 1.7005 -2.2996 -0.1654 0.3724
H -0.2046 -3.0918 1.8865 0.1800
H -2.1576 0.5281 1.3172 0.1911
H -0.3874 -3.0632 -1.1791 0.2431
H -2.7115 4.4262 -0.3373 0.2172
H 4.2789 1.3461 -1.1776 0.2102
H -1.2291 2.7850 0.8154 0.2205
H 1.2522 -1.3197 2.5456 0.1887
H -1.6418 -3.7014 -0.0886 0.1958
H -2.8606 2.8096 1.4903 0.2098
H -2.1369 3.1956 -1.4537 0.1900
H -4.5070 0.8890 0.8337 0.2033
H 6.0368 1.3944 0.5557 0.2100
H 2.1518 0.1970 -0.7435 0.2302
H 0.5294 -4.2759 0.7928 0.1997
H -4.8644 3.2388 -0.0893 0.1934
H -1.9163 -1.4230 0.7285 0.3899
```